#A
Computed, not measured: C4H10N2 in the gas phase, with ωB97M-V with the def2-TZVPD basis set.

LUMO level = 1.21 eV
HOMO-LUMO gap = 10.4 eV
charge = 0
HOMO energy = -9.2 eV
structure (SMILES) = C=NCCCN

```
16
C4H10N2, DFT ωB97M-V with the def2-TZVPD basis set
C -0.009 -0.266 -2.883
N -0.170 -0.323 -1.620
C 0.744 -0.133 -0.602
C 0.387 -0.682 0.800
C -0.890 0.051 1.181
N -0.600 1.290 1.964
H -0.846 -0.533 -3.430
H 0.840 0.068 -3.515
H 1.824 -0.488 -0.612
H 0.852 1.012 -0.474
H 1.358 -0.533 1.391
H 0.408 -1.817 0.740
H -1.668 -0.611 1.510
H -1.320 0.412 0.290
H 0.297 1.075 2.550
H -1.206 1.476 2.710
```

=====

#B
Computed, not measured: C4H10N2 in the gas phase, with ωB97M-V with the def2-TZVPD basis set.

LUMO level = 1.07 eV
HOMO-LUMO gap = 8.6 eV
charge = 0
HOMO energy = -7.5 eV
structure (SMILES) = CN/C(C)=C/N

```
16
C4H10N2, DFT ωB97M-V with the def2-TZVPD basis set
C 1.041 1.955 0.348
N 1.226 0.522 0.241
C 0.068 -0.376 0.128
C -1.038 -0.265 1.120
C 0.121 -0.888 -1.080
N -0.984 -1.857 -1.483
H 1.897 2.397 0.860
H 0.919 2.448 -0.626
H 0.161 2.192 0.945
H 2.064 0.246 -0.256
H -1.495 -1.243 1.265
H -1.824 0.410 0.781
H -0.637 0.116 2.058
H 0.939 -0.990 -1.775
H -0.658 -2.803 -1.641
H -1.802 -1.865 -0.885
```

=====

#C
Computed, not measured: C4H10N2 in the gas phase, with ωB97M-V with the def2-TZVPD basis set.

LUMO level = 1.02 eV
HOMO-LUMO gap = 9.4 eV
charge = 0
HOMO energy = -8.4 eV
structure (SMILES) = CCC/N=C\N

```
16
C4H10N2, DFT ωB97M-V with the def2-TZVPD basis set
C -1.847 1.665 -0.797
C -0.738 0.916 0.019
C -0.618 -0.452 -0.669
N 0.004 -1.358 0.273
C 1.130 -1.139 0.894
N 2.124 -0.242 0.437
H -1.469 1.849 -1.766
H -2.659 0.994 -0.885
H -2.052 2.595 -0.326
H 0.391 1.325 0.098
H -1.106 0.846 1.116
H 0.072 -0.433 -1.610
H -1.693 -0.749 -1.016
H 1.178 -1.120 1.992
H 3.001 -0.487 0.994
H 1.882 0.442 -0.248
```

=====

How do the energies compare? Relative to the most stable structure, in kcal/mol: #A 17.8; #B 0.0; #C 21.9.

=====

#A
Computed, not measured: 2 unconnected molecules or ions with the total composition C4H10N2, with ωB97M-V with the def2-TZVPD basis set.

LUMO level = 0.86 eV
HOMO-LUMO gap = 9.2 eV
charge = 0
HOMO energy = -8.4 eV
structure (SMILES) = C=CN.C=NC

```
16
C4H10N2, DFT ωB97M-V with the def2-TZVPD basis set
C -0.738 -0.558 -2.911
C 0.395 -0.940 -3.481
N 1.638 -0.990 -2.852
H -0.777 -0.280 -1.867
H -1.662 -0.570 -3.465
H 0.454 -1.306 -4.501
H 1.708 -0.435 -2.013
H 2.433 -0.856 -3.462
C -1.437 -0.029 3.407
N -1.043 1.144 3.233
C 0.303 1.412 2.826
H -2.467 -0.235 3.685
H -0.801 -0.922 3.302
H 0.276 2.105 1.982
H 0.863 0.520 2.514
H 0.855 1.940 3.604
```

=====

#B
Computed, not measured: C4H10N2 in the gas phase, with ωB97M-V with the def2-TZVPD basis set.

LUMO level = 1.02 eV
HOMO-LUMO gap = 8.4 eV
charge = 0
HOMO energy = -7.4 eV
structure (SMILES) = C/C=C(\N)NC

```
16
C4H10N2, DFT ωB97M-V with the def2-TZVPD basis set
C -1.169 1.954 -0.084
C -0.084 0.926 0.050
C -0.307 -0.393 0.108
N -1.591 -0.945 0.089
N 0.687 -1.349 0.310
C 2.075 -1.008 0.123
H -0.734 2.920 -0.335
H -1.880 1.693 -0.874
H -1.733 2.067 0.846
H 0.916 1.302 0.163
H -2.297 -0.299 -0.229
H -1.658 -1.843 -0.372
H 0.443 -2.257 -0.063
H 2.678 -1.907 0.250
H 2.281 -0.577 -0.867
H 2.374 -0.285 0.885
```

=====

#C
Computed, not measured: a molecular structure, C4H10N2, with ωB97M-V with the def2-TZVPD basis set.

LUMO level = 0.90 eV
HOMO-LUMO gap = 7.8 eV
charge = 0
HOMO energy = -6.9 eV

```
16
C4H10N2, DFT ωB97M-V with the def2-TZVPD basis set
C -0.964 0.306 0.498
C -2.174 0.841 -0.226
C 2.315 -0.123 -0.272
N -0.197 -0.959 -0.199
C 1.004 -0.126 0.475
N 0.223 1.041 0.474
H -1.272 -0.177 1.462
H -0.183 -0.857 -1.215
H -0.388 -1.931 0.080
H 1.116 -0.682 1.442
H -2.542 1.708 0.327
H -2.976 0.100 -0.277
H -1.903 1.172 -1.229
H 3.013 0.519 0.269
H 2.182 0.294 -1.272
H 2.747 -1.125 -0.337
```

=====

How do the energies compare? Relative to the most stable structure, in kcal/mol: #A 27.9; #B 0.0; #C 52.3.

=====

#A
Computed, not measured: 2 unconnected molecules or ions with the total composition C4H10N2, with ωB97M-V with the def2-TZVPD basis set.

LUMO level = -2.79 eV
HOMO-LUMO gap = 5.2 eV
charge = 0
HOMO energy = -8.0 eV

```
16
C4H10N2, DFT ωB97M-V with the def2-TZVPD basis set
C 2.826 0.877 0.116
C 2.167 1.800 -0.566
C -0.908 -0.312 0.177
N -3.212 -0.632 0.655
C -2.173 -1.229 0.007
N 0.238 -0.541 -0.518
H 2.609 -0.165 -0.068
H 1.255 1.495 -1.049
H 0.265 -1.420 -1.045
H 2.571 2.799 -0.457
H 3.687 1.146 0.710
H -0.610 -0.264 1.242
H -1.224 0.751 -0.001
H -2.417 -1.204 -1.064
H -3.177 -0.819 1.663
H -1.898 -2.282 0.198
```

=====

#B
Computed, not measured: C4H10N2 in the gas phase, with ωB97M-V with the def2-TZVPD basis set.

LUMO level = 1.05 eV
HOMO-LUMO gap = 8.8 eV
charge = 0
HOMO energy = -7.7 eV
structure (SMILES) = CNN=C(C)C

```
16
C4H10N2, DFT ωB97M-V with the def2-TZVPD basis set
C 2.635 -0.451 -0.051
N 1.367 0.263 0.026
N 0.261 -0.489 0.104
C -0.941 -0.094 -0.047
C -1.273 1.329 -0.025
C -1.995 -1.231 0.014
H 3.202 0.111 -0.836
H 3.255 -0.162 0.820
H 2.527 -1.480 -0.125
H 1.467 1.228 0.272
H -2.258 1.673 -0.055
H -0.556 1.757 -0.832
H -0.922 1.745 0.925
H -1.601 -1.794 -0.855
H -3.006 -0.751 -0.399
H -2.160 -1.655 1.063
```

=====

How do the energies compare? Relative to the most stable structure, in kcal/mol: #A 111.3; #B 0.0.

=====

#A
Computed, not measured: 3 unconnected molecules or ions with the total composition C4H10N2, with ωB97M-V with the def2-TZVPD basis set.

LUMO level = 1.04 eV
HOMO-LUMO gap = 8.6 eV
charge = 0
HOMO energy = -7.5 eV

```
16
C4H10N2, DFT ωB97M-V with the def2-TZVPD basis set
C -1.848 1.083 -0.335
C -0.597 0.284 -0.290
C 1.426 0.436 1.178
C 0.872 0.405 -0.293
N -1.627 -0.156 0.358
N -2.192 -1.076 1.014
H -2.124 1.960 0.155
H -2.499 0.859 -1.086
H 0.100 3.233 0.294
H 2.393 0.791 1.189
H 1.389 -0.374 1.874
H 0.908 1.310 1.629
H 1.260 -0.522 -0.834
H 0.919 1.284 -0.911
H -1.516 -1.720 1.216
H 0.551 3.356 -0.451
```

=====

#B
Computed, not measured: C4H10N2 in the gas phase, with ωB97M-V with the def2-TZVPD basis set.

LUMO level = 1.18 eV
HOMO-LUMO gap = 9.0 eV
charge = 0
HOMO energy = -7.8 eV
structure (SMILES) = C/C=C(\C)NN

```
16
C4H10N2, DFT ωB97M-V with the def2-TZVPD basis set
C -1.801 1.161 0.190
C -0.762 0.308 -0.469
C 0.206 -0.370 0.161
C 0.379 -0.423 1.654
N 1.275 -0.979 -0.510
N 1.435 -0.477 -1.932
H -2.779 0.659 0.152
H -1.557 1.370 1.238
H -1.896 2.110 -0.346
H -0.835 0.231 -1.546
H 0.876 0.480 2.010
H -0.578 -0.509 2.162
H 0.997 -1.276 1.921
H 1.148 -1.970 -0.594
H 1.562 0.523 -1.820
H 2.329 -0.839 -2.270
```

=====

How do the energies compare? Relative to the most stable structure, in kcal/mol: #A 105.7; #B 0.0.

=====

#A
Computed, not measured: a molecular structure, C4H3N3, with ωB97M-V with the def2-TZVPD basis set.

LUMO level = -0.53 eV
HOMO-LUMO gap = 8.4 eV
charge = 0
HOMO energy = -9.0 eV

```
10
C4H3N3, DFT ωB97M-V with the def2-TZVPD basis set
C -1.297 0.026 -0.046
C -0.506 -1.156 0.073
C -0.486 1.120 0.001
C 0.836 -0.768 0.150
N 2.278 -0.655 -0.146
N 2.215 0.569 -0.136
N 0.788 0.610 0.111
H -2.263 0.238 -0.117
H -0.798 -2.217 -0.064
H -0.765 2.233 0.175
```

=====

#B
Computed, not measured: C4H3N3 in the gas phase, with ωB97M-V with the def2-TZVPD basis set.

LUMO level = -1.11 eV
HOMO-LUMO gap = 8.6 eV
charge = 0
HOMO energy = -9.7 eV

```
10
C4H3N3, DFT ωB97M-V with the def2-TZVPD basis set
C 0.356 0.634 2.906
C 0.532 0.238 1.715
C 0.301 0.046 0.403
C -0.977 -0.407 -0.234
N -0.726 -0.304 -1.671
N 0.435 0.076 -1.875
N 1.094 0.274 -0.660
H -1.809 0.238 0.064
H -1.241 -1.438 0.024
H 2.034 0.644 -0.672
```

=====

#C
Computed, not measured: C4H3N3 in the gas phase, with ωB97M-V with the def2-TZVPD basis set.

LUMO level = 0.81 eV
HOMO-LUMO gap = 10.3 eV
charge = 0
HOMO energy = -9.5 eV
structure (SMILES) = C#Cc1cnn[nH]1

```
10
C4H3N3, DFT ωB97M-V with the def2-TZVPD basis set
C -0.699 -1.600 1.871
C -0.423 -0.726 1.088
C -0.012 0.097 0.005
C 0.516 -0.306 -1.199
N 0.782 0.789 -1.952
N 0.450 1.849 -1.284
N -0.031 1.451 -0.103
H -0.927 -2.403 2.536
H 0.703 -1.318 -1.528
H -0.343 2.151 0.554
```

=====

How do the energies compare? Relative to the most stable structure, in kcal/mol: #A 58.1; #B 60.5; #C 0.0.

=====

#A
Computed, not measured: C4H3N3 in the gas phase, with ωB97M-V with the def2-TZVPD basis set.

LUMO level = -0.89 eV
HOMO-LUMO gap = 7.8 eV
charge = 0
HOMO energy = -8.7 eV

```
10
C4H3N3, DFT ωB97M-V with the def2-TZVPD basis set
N 0.714 3.043 -1.444
C 0.707 2.123 -0.735
C 0.621 1.134 0.237
N 1.335 0.124 0.408
C 0.759 -1.045 0.244
C -0.677 -1.115 0.244
N -1.396 -0.064 0.069
H 1.389 -1.894 0.081
H -1.081 -2.087 0.530
H -2.371 -0.220 0.366
```

=====

#B
Computed, not measured: C4H3N3 in the gas phase, with ωB97M-V with the def2-TZVPD basis set.

LUMO level (spin up / spin down) = -0.46 / -0.46 eV
HOMO-LUMO gap (spin up / spin down) = 8.1 / 8.1 eV
charge = 0
HOMO energy (spin up / spin down) = -8.5 / -8.5 eV

```
10
C4H3N3, DFT ωB97M-V with the def2-TZVPD basis set
C 0.774 -1.054 -0.145
C -0.128 0.018 -0.069
C 2.019 -0.695 0.397
C 1.971 0.806 0.448
N 3.373 -0.666 -0.015
N 3.091 0.531 -0.354
N 0.596 1.143 -0.092
H 0.545 -2.131 -0.513
H -1.200 0.141 -0.299
H 0.298 2.030 0.276
```

=====

How do the energies compare? Relative to the most stable structure, in kcal/mol: #A 0.0; #B 50.3.

=====

#A
Computed, not measured: C4H6O in the gas phase, with ωB97M-V with the def2-TZVPD basis set.

LUMO level = 1.10 eV
HOMO-LUMO gap = 8.8 eV
charge = 0
HOMO energy = -7.7 eV
structure (SMILES) = C1=COCC1

```
11
C4H6O, DFT ωB97M-V with the def2-TZVPD basis set
C 0.752 0.843 -0.060
C 1.406 -0.334 -0.022
O 0.514 -1.191 -0.166
C -0.780 -0.751 0.041
C -0.720 0.584 -0.121
H 1.142 1.856 0.078
H 2.430 -0.407 -0.045
H -1.378 -1.429 -0.610
H -0.900 -1.257 1.096
H -0.992 1.155 0.692
H -1.474 0.930 -0.883
```

=====

#B
Computed, not measured: a molecular structure, C4H6O, with ωB97M-V with the def2-TZVPD basis set.

LUMO level (spin up / spin down) = -0.46 / -0.46 eV
HOMO-LUMO gap (spin up / spin down) = 8.3 / 8.3 eV
charge = 0
HOMO energy (spin up / spin down) = -8.7 / -8.7 eV

```
11
C4H6O, DFT ωB97M-V with the def2-TZVPD basis set
O -1.252 0.474 1.638
C -0.232 0.947 1.056
C 0.675 0.043 0.314
C -0.683 -0.771 -0.868
C -0.228 -1.112 -1.943
H -1.437 -0.641 -0.087
H -0.245 1.967 0.619
H 0.825 0.926 1.665
H 1.470 0.477 -0.291
H 0.909 -0.912 0.778
H 0.199 -1.397 -2.880
```

=====

How do the energies compare? Relative to the most stable structure, in kcal/mol: #A 0.0; #B 61.1.

=====

#A
Computed, not measured: C4H6O in the gas phase, with ωB97M-V with the def2-TZVPD basis set.

LUMO level = 1.18 eV
HOMO-LUMO gap = 10.9 eV
charge = 0
HOMO energy = -9.7 eV
structure (SMILES) = C=C[C@H]1CO1

```
11
C4H6O, DFT ωB97M-V with the def2-TZVPD basis set
C -1.873 -0.455 0.208
C -0.930 0.409 0.696
C 0.400 0.635 0.026
C 1.542 -0.293 0.135
O 0.790 -0.225 -1.075
H -1.785 -0.936 -0.812
H -2.865 -0.588 0.695
H -1.101 0.937 1.672
H 0.640 1.684 -0.193
H 1.385 -1.163 0.723
H 2.572 0.088 0.115
```

=====

#B
Computed, not measured: 2 unconnected molecules or ions with the total composition C4H6O, with ωB97M-V with the def2-TZVPD basis set.

LUMO level (spin up / spin down) = 0.36 / 0.37 eV
HOMO-LUMO gap (spin up / spin down) = 8.9 / 8.1 eV
charge = 0
HOMO energy (spin up / spin down) = -8.5 / -7.7 eV

```
11
C4H6O, DFT ωB97M-V with the def2-TZVPD basis set
C -2.165 -0.948 -0.220
C -1.801 -0.147 0.698
C 1.162 -0.399 0.126
C 1.845 0.934 -0.037
O 1.521 -1.528 0.178
H -3.082 -1.151 -0.630
H -1.277 -1.429 -0.789
H -2.230 0.644 1.310
H 2.912 1.000 -0.412
H 1.381 1.488 -0.972
H 1.734 1.536 0.750
```

=====

#C
Computed, not measured: C4H6O in the gas phase, with ωB97M-V with the def2-TZVPD basis set.

LUMO level = 0.89 eV
HOMO-LUMO gap = 10.2 eV
charge = 0
HOMO energy = -9.3 eV
structure (SMILES) = C=C=COC

```
11
C4H6O, DFT ωB97M-V with the def2-TZVPD basis set
C 0.930 -1.450 0.850
C 1.341 -0.559 -0.014
C 1.061 0.629 -0.482
O -0.053 1.187 0.125
C -1.299 0.704 -0.338
H 1.199 -1.343 1.896
H 0.174 -2.174 0.562
H 1.548 1.243 -1.229
H -1.215 -0.258 -0.863
H -1.714 1.451 -1.020
H -1.974 0.570 0.514
```

=====

#D
Computed, not measured: C4H6O in the gas phase, with ωB97M-V with the def2-TZVPD basis set.

LUMO level = 1.05 eV
HOMO-LUMO gap = 10.9 eV
charge = 0
HOMO energy = -9.9 eV
structure (SMILES) = C#CCOC

```
11
C4H6O, DFT ωB97M-V with the def2-TZVPD basis set
C 2.664 0.324 -0.771
C 1.676 -0.075 -0.213
C 0.410 -0.464 0.420
O -0.473 0.621 0.275
C -1.824 0.295 0.085
H 3.528 0.698 -1.272
H 0.570 -0.713 1.481
H 0.016 -1.370 -0.069
H -1.945 -0.581 -0.569
H -2.279 1.161 -0.401
H -2.345 0.106 1.033
```

=====

How do the energies compare? Relative to the most stable structure, in kcal/mol: #A 0.0; #B 79.3; #C 26.4; #D 12.9.